Entry 1:
C37H44F6N2O10S2SeZr | ωB97M-V with the def2-TZVPD basis set

```
103
Properties=species:S:1:pos:R:3:forces:R:3
Zr -0.38024 0.93369 -1.92911 -1.3 0.5 0.3
C -0.61239 -4.96316 3.29610 0.0 0.0 0.0
C -0.17468 -5.25038 1.85359 0.0 0.0 0.0
C 1.31494 -5.59033 1.85798 0.0 0.0 0.0
C -0.94461 -6.46814 1.32696 0.0 0.0 0.0
C -0.47700 -4.02646 0.99205 0.0 0.1 0.0
C 0.50961 -3.27384 0.37626 -0.1 -0.1 0.0
C 0.15780 -2.13990 -0.34135 -0.1 -0.1 0.1
Se 1.46652 -1.07643 -1.22353 0.4 -0.2 -0.1
C 2.13350 -0.04390 0.24590 0.0 0.0 0.1
C 2.97777 -0.62735 1.17877 0.0 0.1 0.1
C 3.46341 0.13208 2.22929 0.0 0.0 0.0
C 3.11616 1.48651 2.25569 0.0 0.0 0.0
C 2.29422 2.10989 1.32578 0.1 -0.1 0.0
C 1.75315 1.29541 0.31008 -0.1 0.0 -0.2
O 0.89710 1.76687 -0.60391 0.1 -0.2 0.0
C 2.03830 3.61829 1.35747 0.0 0.0 0.0
C 2.75275 4.28986 2.53044 0.0 0.1 0.0
C 2.57290 4.23761 0.05772 0.0 0.0 0.0
C 0.54208 3.93124 1.48604 0.0 0.0 0.0
C 4.35037 -0.44186 3.33251 0.0 0.0 0.0
C 5.68887 0.30663 3.36880 0.0 0.0 0.0
C 3.64346 -0.27653 4.68386 0.0 0.0 0.0
C 4.63416 -1.92720 3.11519 0.0 -0.1 0.0
C -1.16223 -1.72499 -0.48458 0.0 0.1 -0.1
O -1.40744 -0.59569 -1.16921 0.0 -0.3 0.3
C -2.19122 -2.50493 0.07842 0.0 -0.1 0.0
C -1.80180 -3.61953 0.80945 0.0 0.0 0.0
C -3.66589 -2.15453 -0.12934 0.0 0.0 0.0
C -3.97319 -0.79791 0.51613 0.0 0.0 0.0
C -4.59233 -3.19350 0.50345 -0.1 0.0 0.0
C -3.98294 -2.10620 -1.63243 0.0 0.0 0.0
H -0.40975 -5.82628 3.93407 0.0 0.0 0.0
H -1.68059 -4.74987 3.35138 0.0 0.0 0.0
H -0.07661 -4.10410 3.70341 0.0 0.0 0.0
H 1.48201 -6.48344 2.46189 0.0 0.0 0.0
H 1.91345 -4.78612 2.29003 0.0 0.0 0.0
H 1.68876 -5.79355 0.85323 0.0 0.0 0.0
H -0.69993 -7.35084 1.92103 0.0 0.0 0.0
H -0.68862 -6.67404 0.28666 0.0 0.0 0.0
H -2.02337 -6.32168 1.38431 0.0 0.0 0.0
H 1.55065 -3.55513 0.44694 0.0 0.0 0.0
H 3.24249 -1.67007 1.07647 0.0 0.0 0.0
H 3.52348 2.08922 3.05495 0.0 0.0 0.0
H 3.83550 4.16528 2.47904 0.0 0.0 0.0
H 2.40684 3.91143 3.49453 0.0 0.0 0.0
H 2.54523 5.36105 2.50429 0.0 0.0 0.0
H 3.65231 4.09437 -0.02092 0.0 0.0 0.0
H 2.37198 5.31162 0.04766 0.0 0.0 0.0
H 2.10248 3.79433 -0.81726 0.0 0.0 0.0
H 0.13083 3.48070 2.39425 0.0 0.0 0.0
H -0.01158 3.55549 0.63125 0.0 0.0 0.0
H 0.40613 5.01349 1.54835 0.0 0.0 0.0
H 5.55234 1.36550 3.59020 0.0 0.0 0.0
H 6.20729 0.22924 2.41180 0.0 0.0 0.0
H 6.33585 -0.11194 4.14259 0.0 0.0 0.0
H 3.46649 0.77451 4.91435 0.0 0.0 0.0
H 4.25570 -0.69594 5.48501 0.0 0.0 0.0
H 2.67894 -0.78712 4.68648 0.0 0.0 0.0
H 5.14681 -2.10776 2.16883 0.0 0.0 0.0
H 3.71668 -2.51952 3.12629 0.0 0.0 0.0
H 5.27641 -2.29941 3.91494 0.0 0.0 0.0
H -2.57686 -4.21982 1.26469 0.0 0.0 0.0
H -3.86884 -0.85330 1.60211 0.0 0.0 0.0
H -4.99942 -0.49879 0.28529 0.0 0.0 0.0
H -3.29217 -0.03844 0.14651 0.0 0.0 0.0
H -4.46441 -3.25423 1.58585 0.0 0.0 0.0
H -4.44067 -4.18874 0.08214 0.0 0.0 0.0
H -5.62727 -2.90661 0.31036 0.0 0.0 0.0
H -3.38437 -1.36068 -2.15047 0.0 0.0 0.0
H -5.03923 -1.86448 -1.77533 0.0 0.0 0.0
H -3.79497 -3.07605 -2.09652 0.0 0.0 0.0
O -3.20933 3.29833 0.95133 0.1 -0.1 -0.1
C -2.67713 2.51541 0.02107 -0.2 -0.1 -0.1
O -1.65672 1.88322 0.17828 0.2 0.2 -0.1
C -3.43910 2.42409 -1.25280 0.0 0.0 0.1
C -4.66270 3.01381 -1.49897 0.0 -0.1 -0.1
C -5.23669 2.81063 -2.75197 0.0 0.0 0.0
C -4.56494 2.05090 -3.69052 0.0 0.0 0.0
C -3.33033 1.51243 -3.34533 -0.1 0.0 -0.1
N -2.79610 1.68426 -2.15170 0.2 0.1 0.0
C -2.45844 0.74411 -4.31749 0.1 0.0 0.1
O -2.83669 0.51165 -5.43801 -0.1 -0.1 0.0
O -1.30883 0.43384 -3.78738 0.3 0.1 -0.1
H -2.60841 3.28209 1.71238 0.0 0.0 0.1
H -5.14455 3.61342 -0.74106 0.0 0.0 0.0
H -6.19290 3.25758 -2.98779 0.0 0.0 0.0
H -4.94533 1.87657 -4.68681 0.0 0.0 0.0
F 0.33010 5.88449 -2.95640 0.0 -0.1 0.0
C 0.75269 4.98352 -3.84006 -0.1 0.2 -0.1
F 0.88088 5.55975 -5.02954 0.0 0.0 0.1
F 1.92582 4.50630 -3.45061 0.0 -0.1 0.0
S -0.49224 3.63544 -3.98334 0.1 -0.5 0.1
O -0.51151 3.06750 -2.61413 0.1 0.4 -0.6
O -1.69967 4.25315 -4.41001 0.0 -0.1 -0.1
N 0.09521 2.67146 -5.06832 -0.1 0.0 0.1
S 1.26664 1.64899 -4.78923 0.4 0.5 0.5
O 1.30604 1.29764 -3.34669 0.1 -0.5 -0.6
O 2.50801 2.06977 -5.34435 0.0 0.0 0.1
C 0.88133 0.05919 -5.74259 -0.2 0.3 -0.1
F 1.95924 -0.22416 -6.45975 0.0 0.0 0.0
F 0.65397 -0.95604 -4.92752 0.0 0.0 0.0
F -0.13945 0.27703 -6.54582 0.0 -0.2 0.0
```
Positions in Å, forces in eV/Å.

Values from the calculation:
HOMO energy = -8.3 eV
gap between HOMO and LUMO = 7.44 eV
electronic energy = -6142.57578 Ha

=====

Entry 2:
C37H44Ge2N3O4Pt | ωB97M-V with the def2-TZVPD basis set

```
91
Properties=species:S:1:pos:R:3:forces:R:3
Pt -0.11148 -1.02387 0.14305 0.5 -0.2 -0.2
C -4.32666 0.91913 3.37289 0.0 0.0 0.0
C -2.96007 1.60056 3.35180 0.0 -0.1 -0.1
C -1.89733 0.78614 2.61036 0.0 0.0 0.1
C -1.52526 -0.53244 3.29676 0.0 0.1 -0.2
Ge 0.00906 -1.48206 2.45531 0.4 -0.1 0.2
C 1.69905 -0.91987 3.32540 0.1 0.2 0.0
C 2.09042 0.55563 3.14353 -0.1 -0.1 0.1
C 1.42074 1.50792 4.13977 0.1 -0.1 0.1
C 1.93031 1.35099 5.57339 0.0 0.0 -0.1
H -5.06981 1.52882 3.89332 0.0 0.0 0.0
H -4.27835 -0.04901 3.87730 0.0 0.0 0.0
H -4.68519 0.74519 2.35404 0.0 0.0 0.0
H -2.62618 1.78787 4.37884 0.0 0.0 0.0
H -3.05795 2.57887 2.86803 0.0 0.0 0.0
H -1.00479 1.40919 2.48536 0.0 0.0 0.0
H -2.25692 0.56589 1.60303 0.0 0.0 -0.1
H -2.37148 -1.22223 3.26262 0.0 0.0 0.0
H -1.28426 -0.35788 4.35348 0.0 0.0 0.0
H -0.13338 -2.97109 2.89267 -0.1 0.0 -0.1
H 2.46346 -1.55892 2.87555 0.0 0.0 0.0
H 1.65292 -1.18655 4.38830 0.0 0.0 -0.1
H 1.84435 0.84628 2.11971 0.1 0.0 0.0
H 3.17761 0.67450 3.23883 0.0 0.0 0.0
H 0.33927 1.34704 4.12725 0.0 0.1 0.0
H 1.59339 2.54208 3.81959 0.0 0.0 0.0
H 1.70917 0.35672 5.96813 0.0 0.0 0.0
H 1.46877 2.08146 6.24287 0.0 0.0 0.0
H 3.01493 1.49236 5.61540 -0.1 0.0 0.0
C 0.24316 3.77756 0.45862 0.0 0.0 -0.1
N -0.74433 3.29053 -0.49691 0.1 -0.2 0.1
C -1.41466 4.26109 -1.34591 0.1 -0.1 0.0
C -0.73526 2.00561 -0.82084 -0.2 0.3 -0.1
N -0.76230 0.87756 -1.06582 -0.1 0.0 -0.2
H -0.24111 4.42603 1.19062 0.0 0.0 0.0
H 1.03005 4.33829 -0.05261 0.0 0.0 0.0
H 0.69491 2.93231 0.97449 0.0 0.0 0.0
H -1.99529 4.94943 -0.72780 0.0 0.0 0.0
H -2.08539 3.74580 -2.02870 0.0 0.0 0.0
H -0.68752 4.83314 -1.92899 0.0 0.0 0.0
C 1.71177 -0.64988 -0.06866 -0.3 0.2 0.8
Ge 2.62465 -0.82645 -1.75016 -0.4 -0.2 -0.4
C 4.57165 -0.91283 -1.54324 0.1 0.0 0.1
C 5.40634 -0.58067 -2.61290 0.0 0.0 0.1
C 6.78937 -0.61558 -2.47705 0.0 0.0 0.0
C 7.35798 -0.97783 -1.26130 -0.1 0.0 0.0
C 6.54015 -1.30728 -0.18700 0.0 0.0 -0.1
C 5.15735 -1.27494 -0.32963 0.0 0.0 -0.1
C 2.07381 -2.26835 -2.98282 0.1 0.0 -0.1
C 2.98547 -2.94792 -3.79497 -0.1 0.0 0.0
C 2.55733 -3.92511 -4.68799 0.0 0.0 0.0
C 1.20535 -4.23136 -4.78488 0.0 0.0 0.0
C 0.28683 -3.56703 -3.98077 0.0 0.0 0.0
C 0.71953 -2.59911 -3.08151 0.2 0.0 -0.1
C 2.31149 0.88617 -2.67571 -0.1 0.1 0.1
C 1.38533 1.00911 -3.71180 0.1 0.0 0.0
C 1.09460 2.25068 -4.26697 0.0 0.0 0.0
C 1.72295 3.39404 -3.78704 0.0 0.0 0.1
C 2.64740 3.29071 -2.75165 0.0 -0.1 0.0
C 2.93837 2.04413 -2.20347 -0.1 0.0 -0.1
H 4.97015 -0.28020 -3.56183 0.0 0.0 0.0
H 7.42477 -0.35667 -3.31654 0.0 0.0 0.0
H 8.43571 -0.99406 -1.14948 0.0 0.0 0.0
H 6.98156 -1.58531 0.76310 0.0 0.0 0.0
H 4.51717 -1.51979 0.51273 0.0 0.0 0.0
H 4.04445 -2.71905 -3.72490 0.0 0.0 0.0
H 3.27764 -4.44540 -5.30987 0.0 0.0 0.0
H 0.86947 -4.98886 -5.48408 0.0 0.0 0.0
H -0.77025 -3.79847 -4.04995 0.0 0.0 0.0
H -0.01182 -2.10120 -2.45360 -0.1 0.0 0.0
H 0.88384 0.12420 -4.09084 0.0 0.0 0.0
H 0.37508 2.32873 -5.07609 0.0 0.0 0.1
H 1.49520 4.36243 -4.22055 0.0 0.0 0.0
H 3.14966 4.17881 -2.38225 0.0 0.0 0.0
H 3.67223 1.96535 -1.40682 0.0 0.0 0.0
O -2.61095 -1.71995 -1.77876 0.1 0.0 -0.1
C -2.91280 -1.74570 -0.59370 0.1 0.0 0.4
O -2.13897 -1.68740 0.43526 -0.3 0.2 -0.5
C -4.38323 -1.81974 -0.21968 0.0 0.0 0.1
C -5.34045 -1.41126 -1.13996 0.0 0.0 0.0
C -6.68414 -1.41459 -0.80563 -0.1 0.1 -0.1
C -7.05544 -1.85417 0.45245 0.1 0.0 0.0
C -6.12248 -2.28495 1.37990 -0.1 0.0 0.2
C -4.78063 -2.25492 1.03990 -0.1 0.0 0.0
N -8.48561 -1.86411 0.81273 0.3 -0.1 -0.2
O -9.27894 -1.42644 0.00594 -0.2 0.2 -0.2
O -8.80019 -2.32253 1.88957 0.0 -0.1 0.3
H -5.00685 -1.09072 -2.11848 0.0 0.0 0.0
H -7.44644 -1.08718 -1.49813 0.0 0.0 0.0
H -6.45886 -2.62249 2.34995 0.0 0.0 0.0
H -4.02320 -2.56496 1.74639 0.0 0.0 0.0
```
Positions in Å, forces in eV/Å.

Values from the calculation:
HOMO energy (alpha / beta) = -3.6 / -3.7 eV
gap between HOMO and LUMO (alpha / beta) = 5.32 / 5.36 eV
charge = -1
electronic energy = -6174.56213 Ha